No. 1
The following is a quantum chemistry calculation of the molecule C2H4O2S, from OMol25.

Results
**HOMO (spin up / spin down)**: -9.062 / -9.744 eV
**Structure (SMILES)**: CC=S(=O)=O
**Energy above the lowest of the compared OMol25 structures with the same formula, charge and spin**: 98.9 kcal per mole

Geometry as XYZ:
```
9
Properties=species:S:1:pos:R:3:nbo_charge:R:1
C 1.24 0.25 -0.11 -0.75
C 0.11 -0.70 -0.16 -0.26
S -1.70 0.11 0.27 1.78
O -2.70 -0.89 0.18 -0.87
O -1.86 1.43 -0.31 -0.86
H 2.28 -0.34 -0.41 0.25
H 1.32 0.71 0.90 0.25
H 1.28 1.07 -0.89 0.25
H 0.02 -1.64 0.52 0.20
```

=====

No. 2
The following is a quantum chemistry calculation of a cluster of 2 separate species, C7H11N2O2 in total, from OMol25.

Results
**HOMO**: -4.510 eV
**Total charge**: -1
**Energy above the lowest of the compared OMol25 structures with the same formula, charge and spin**: 15.8 kcal per mole

Geometry as XYZ:
```
22
Properties=species:S:1:pos:R:3:nbo_charge:R:1
C -1.22 -3.37 -0.05 -0.63
C -0.78 -0.97 -0.65 -0.09
C -0.86 -2.30 -1.03 0.06
C 0.08 -1.25 -2.64 0.16
N -0.28 -0.31 -1.73 -0.50
N -0.32 -2.45 -2.27 -0.51
H -1.08 -0.35 0.18 0.22
H 0.13 0.61 -1.75 0.47
H -0.34 -4.02 0.01 0.21
H -2.08 -3.94 -0.38 0.20
H 0.61 -0.97 -3.54 0.18
H -1.57 -2.94 0.89 0.21
C 0.80 1.85 1.83 -0.51
C -0.01 3.05 1.34 -0.59
C 1.77 1.41 0.72 0.77
O 1.18 1.12 -0.37 -0.87
O 3.00 1.50 0.86 -0.75
H 1.45 2.15 2.67 0.19
H 0.15 1.11 2.30 0.19
H -0.47 3.54 2.20 0.18
H -0.75 2.74 0.61 0.20
H 0.62 3.79 0.84 0.20
```

=====

No. 3
The following is a quantum chemistry calculation of the molecule C3H4N2O, from OMol25.

Results
**HOMO**: -8.757 eV
**Energy above the lowest of the compared OMol25 structures with the same formula, charge and spin**: 83.5 kcal per mole

Geometry as XYZ:
```
10
Properties=species:S:1:pos:R:3:nbo_charge:R:1
N -1.56 0.13 -0.76 -0.70
C -0.72 -0.74 -0.36 0.38
C 0.32 -1.31 0.16 -0.04
N 0.81 -0.40 1.09 -0.60
C 1.20 0.79 0.58 0.48
O 1.01 1.27 -0.55 -0.71
H -1.17 0.95 -1.24 0.44
H -2.44 0.26 -0.26 0.41
H 0.76 -2.30 0.00 0.23
H 1.79 1.35 1.33 0.12
```

=====

No. 4
The following is a quantum chemistry calculation of the molecule C5H8OS2, from OMol25.

Results
**HOMO**: -8.606 eV
**Structure (SMILES)**: CC(=S)S[C@H]1C[C@@H]1O
**Energy above the lowest of the compared OMol25 structures with the same formula, charge and spin**: 94.6 kcal per mole

Geometry as XYZ:
```
16
Properties=species:S:1:pos:R:3:nbo_charge:R:1
C 1.91 1.20 0.24 -0.71
C 2.31 -0.22 -0.05 -0.22
S 3.92 -0.90 -0.10 -0.07
S 1.07 -1.46 -0.01 0.37
C -0.57 -0.73 0.37 -0.42
C -1.12 0.54 -0.46 -0.46
C -1.83 -0.65 -0.42 0.09
O -3.10 -0.83 0.25 -0.73
H 2.77 1.83 0.05 0.24
H 1.11 1.60 -0.41 0.25
H 1.76 1.25 1.49 0.26
H -0.72 -0.53 1.42 0.23
H -1.74 1.41 0.01 0.26
H -0.77 0.75 -1.53 0.24
H -1.57 -1.41 -1.32 0.17
H -3.41 -1.86 0.47 0.50
```

=====

No. 5
The following is a quantum chemistry calculation of a structure of composition C12H11F16IO7S, from OMol25.

Results
**HOMO**: -10.221 eV
**Energy above the lowest of the compared OMol25 structures with the same formula, charge and spin**: 0.0 kcal per mole

Geometry as XYZ:
```
48
Properties=species:S:1:pos:R:3:nbo_charge:R:1
O 1.34 -0.47 0.66 -0.89
S 2.75 -0.31 0.53 2.55
O 3.51 -1.29 -0.14 -0.89
O 3.34 0.03 1.97 -0.69
C 3.46 1.45 2.15 0.31
O 4.82 1.77 2.16 -0.70
C 2.89 2.10 0.88 -0.10
I 0.86 2.76 1.01 0.16
O 3.12 1.11 -0.11 -0.68
H 3.01 1.78 3.09 0.19
H 5.17 1.63 3.05 0.49
H 3.45 2.99 0.67 0.25
C 2.48 -3.23 -2.67 -0.14
C 3.52 -3.80 -3.64 0.60
C 4.16 -2.84 -4.65 0.52
F 3.23 -2.33 -5.48 -0.32
F 5.06 -3.53 -5.39 -0.32
F 3.02 -4.88 -4.29 -0.31
F 4.56 -4.23 -2.87 -0.33
O 1.11 -3.42 -2.99 -0.51
C 0.41 -2.55 -3.77 0.85
C -0.11 -3.21 -5.05 0.50
F 0.90 -3.70 -5.79 -0.32
F -0.76 -2.28 -5.79 -0.32
F 1.11 -1.43 -4.05 -0.32
F -0.69 -2.17 -3.07 -0.33
H 2.62 -3.80 -1.76 0.23
H 2.70 -2.19 -2.42 0.22
H 4.68 -2.03 -4.13 0.14
H -0.80 -4.02 -4.80 0.15
C -3.43 1.12 3.03 -0.13
C -4.68 0.94 3.89 0.60
C -6.04 1.20 3.24 0.52
F -6.14 2.49 2.84 -0.32
F -7.01 0.97 4.15 -0.32
F -4.57 1.65 5.03 -0.31
F -4.71 -0.39 4.23 -0.33
O -2.72 2.34 3.16 -0.51
C -3.01 3.44 2.41 0.85
C -3.43 4.64 3.28 0.51
F -4.51 4.33 4.01 -0.31
F -3.73 5.67 2.47 -0.32
F -3.91 3.19 1.45 -0.31
F -1.86 3.81 1.79 -0.34
H -2.73 0.37 3.40 0.23
H -3.63 0.88 1.98 0.21
H -6.20 0.54 2.38 0.14
H -2.61 4.92 3.94 0.15
```

=====

No. 6
The following is a quantum chemistry calculation of the molecule CH2OS2, from OMol25.

Results
**HOMO (spin up / spin down)**: -6.985 / -9.482 eV
**Spin multiplicity**: 3
**Energy above the lowest of the compared OMol25 structures with the same formula, charge and spin**: 17.8 kcal per mole

Geometry as XYZ:
```
6
Properties=species:S:1:pos:R:3:nbo_charge:R:1
C -0.08 0.29 0.23 -0.77
O -1.96 0.65 2.08 -0.79
S -2.74 -0.79 1.84 0.36
S -0.67 1.30 1.39 0.74
H -0.56 -0.66 0.06 0.23
H 0.79 0.59 -0.32 0.24
```

=====

No. 7
The following is a quantum chemistry calculation of the ion C7H14N with charge +1, from OMol25.

Results
**HOMO (spin up / spin down)**: -13.285 / -12.913 eV
**Total charge**: +1
**Energy above the lowest of the compared OMol25 structures with the same formula, charge and spin**: 119.8 kcal per mole

Geometry as XYZ:
```
22
Properties=species:S:1:pos:R:3:nbo_charge:R:1
C -1.99 -0.46 0.45 0.02
C -1.10 0.38 -0.11 -0.29
C 0.22 0.26 -0.57 0.30
C -1.60 1.68 -0.79 -0.62
C -3.50 -0.19 0.43 -0.67
C 3.53 -1.22 -0.41 -0.62
C 2.78 -0.12 0.39 -0.21
N 1.25 -0.24 0.37 -0.62
H -1.77 -1.36 0.91 0.21
H -1.05 2.57 -0.56 0.24
H -2.65 1.82 -0.44 0.23
H -1.59 1.62 -1.98 0.26
H -4.19 -0.54 1.15 0.26
H -3.78 -0.47 -0.59 0.26
H -3.62 0.94 0.53 0.23
H 3.29 -1.15 -1.49 0.24
H 4.52 -1.02 -0.20 0.25
H 3.21 -2.17 -0.14 0.21
H 2.91 0.91 -0.12 0.24
H 3.12 -0.11 1.49 0.24
H 0.86 0.11 1.23 0.43
H 1.13 -1.23 0.46 0.43
```

=====

No. 8
The following is a quantum chemistry calculation of a cluster of 2 separate species, CH9N2Si in total, from OMol25.

Results
**HOMO**: -14.865 eV
**Total charge**: +1
**Energy above the lowest of the compared OMol25 structures with the same formula, charge and spin**: 0.0 kcal per mole

Geometry as XYZ:
```
13
Properties=species:S:1:pos:R:3:nbo_charge:R:1
C -0.81 0.55 2.64 0.09
N 0.61 -0.67 -0.45 -1.07
N -0.81 0.46 1.38 -0.70
Si 0.40 0.04 -2.15 1.00
H -1.66 0.69 3.19 0.18
H 0.16 0.42 3.13 0.19
H 1.56 -0.87 -0.19 0.44
H 0.09 -0.20 0.32 0.44
H 0.09 -1.55 -0.35 0.44
H -1.60 0.44 0.79 0.37
H 1.68 -0.41 -2.61 -0.14
H -0.66 -0.85 -2.80 -0.13
H 0.03 1.44 -2.34 -0.10
```